Record 1
A cluster of 9 separate species, C36H69F3O26 in total, computed with ωB97M-V/def2-TZVPD.

Structure (XYZ):
```
134
Properties=species:S:1:pos:R:3:mulliken_charge:R:1
C -0.94 0.44 -1.70 0.981
C 0.41 0.33 -0.96 0.571
O 0.22 -0.24 0.32 0.355
C 1.26 -0.36 1.12 0.517
O 2.28 0.27 0.99 -0.481
C 1.03 -1.19 2.40 0.270
F 1.32 -0.40 3.45 -0.139
F -0.23 -1.62 2.53 -0.217
F 1.85 -2.23 2.50 -0.131
H -1.44 -0.53 -1.61 -0.987
H -0.65 0.58 -2.74 0.064
H -1.59 1.19 -1.27 -0.501
H 0.86 1.33 -0.90 -0.090
H 1.14 -0.23 -1.55 -0.372
C 4.31 -5.07 -1.65 -1.493
C 3.68 -3.92 -2.38 1.286
O 4.48 -2.75 -2.47 -0.403
C 4.01 -1.57 -2.82 0.555
O 2.84 -1.29 -3.05 -0.244
O 4.96 -0.68 -2.58 -0.355
C 4.59 0.68 -2.77 -0.436
H 4.55 -5.92 -2.27 0.356
H 3.67 -5.33 -0.80 0.305
H 5.15 -4.77 -1.01 0.403
H 2.74 -3.68 -1.88 -0.969
H 3.29 -4.29 -3.33 0.386
H 3.88 1.04 -2.02 0.106
H 4.31 0.86 -3.80 0.242
H 5.47 1.31 -2.61 0.283
C -3.96 0.16 -5.06 -1.047
C -3.24 -1.16 -4.69 0.148
O -1.88 -0.94 -4.32 -0.215
C -0.95 -0.75 -5.25 0.506
O -1.09 -0.98 -6.43 -0.628
O 0.11 -0.21 -4.69 -0.118
C 1.25 0.07 -5.50 -0.725
H -4.92 -0.07 -5.52 0.406
H -3.38 0.82 -5.71 0.406
H -4.19 0.76 -4.18 0.123
H -3.27 -1.92 -5.47 0.440
H -3.67 -1.67 -3.83 -0.283
H 1.78 -0.83 -5.82 0.288
H 2.00 0.69 -5.00 0.114
H 1.13 0.72 -6.37 0.344
C -0.88 3.00 7.01 -1.321
C 0.20 2.78 5.93 -0.052
O -0.25 1.99 4.84 -0.213
C -0.65 2.58 3.71 0.631
O -0.68 3.77 3.52 -0.593
O -1.01 1.62 2.87 -0.347
C -1.58 2.01 1.61 -0.377
H -1.52 3.85 6.75 0.302
H -0.32 3.25 7.91 0.424
H -1.49 2.12 7.18 0.295
H 0.98 2.20 6.41 0.217
H 0.64 3.75 5.69 0.326
H -0.77 2.32 0.96 -0.240
H -2.31 2.82 1.66 0.913
H -2.17 1.18 1.24 -0.019
C 3.39 3.21 1.64 -1.495
C 2.06 3.69 1.12 1.053
O 2.09 3.97 -0.29 -0.389
C 0.91 4.21 -0.89 0.743
O -0.14 4.31 -0.32 -0.366
O 1.19 4.41 -2.18 -0.391
C 0.08 4.61 -3.06 -0.473
H 4.08 4.06 1.55 0.464
H 3.80 2.38 1.06 0.211
H 3.36 2.94 2.69 0.323
H 1.76 4.58 1.66 0.398
H 1.30 2.90 1.19 -0.680
H 0.45 5.12 -3.94 0.257
H -0.69 5.27 -2.65 0.264
H -0.36 3.64 -3.29 0.120
C -3.08 6.54 2.61 -1.161
C -3.05 5.91 1.23 0.052
O -3.52 4.56 1.29 -0.408
C -3.74 3.98 0.09 0.860
O -3.56 4.50 -0.98 -0.616
O -4.17 2.75 0.31 -0.287
C -4.71 2.02 -0.81 -0.535
H -2.41 5.93 3.22 0.177
H -4.04 6.67 3.11 0.316
H -2.66 7.53 2.44 0.382
H -2.03 5.86 0.85 -0.006
H -3.62 6.50 0.51 0.446
H -5.13 1.08 -0.47 0.268
H -3.89 1.77 -1.48 0.094
H -5.42 2.60 -1.40 0.402
C 3.97 0.64 5.75 -0.875
C 5.09 0.30 4.77 -0.447
O 4.61 -0.71 3.91 -0.260
C 5.20 -1.02 2.79 0.819
O 6.13 -0.46 2.28 -0.629
O 4.53 -2.09 2.20 -0.270
C 5.04 -2.56 0.96 -0.629
H 4.36 1.29 6.54 0.457
H 3.65 -0.26 6.27 0.324
H 3.11 1.10 5.26 -0.002
H 5.97 -0.13 5.28 0.325
H 5.57 1.09 4.19 0.381
H 6.10 -2.32 1.03 0.442
H 4.59 -2.05 0.11 0.238
H 4.75 -3.61 0.88 0.101
C -0.28 -6.43 2.35 -1.216
C 0.55 -5.15 2.26 -0.402
O -0.07 -4.28 1.30 0.107
C 0.47 -4.17 0.08 0.307
O 1.33 -4.89 -0.37 -0.647
O -0.12 -3.19 -0.58 0.321
C 0.27 -2.93 -1.94 0.278
H 0.31 -7.12 2.95 0.358
H -0.55 -6.76 1.35 0.293
H -1.17 -6.22 2.95 0.314
H 1.63 -5.32 2.24 0.438
H 0.42 -4.59 3.19 0.283
H 0.18 -3.83 -2.54 0.675
H 1.27 -2.51 -2.04 -0.473
H -0.46 -2.24 -2.36 -0.390
C -7.00 -4.00 -3.21 -1.382
C -6.25 -2.87 -2.54 0.134
O -5.15 -3.32 -1.79 -0.335
C -4.33 -2.43 -1.22 0.617
O -4.20 -1.27 -1.54 -0.310
O -3.75 -3.04 -0.20 -0.357
C -2.92 -2.31 0.70 -0.050
H -7.41 -4.61 -2.41 0.349
H -6.32 -4.60 -3.82 0.324
H -7.80 -3.59 -3.82 0.391
H -6.96 -2.27 -1.97 0.338
H -5.86 -2.28 -3.38 0.058
H -3.60 -1.80 1.39 0.440
H -2.31 -1.63 0.12 0.030
H -2.25 -2.93 1.29 -0.064
```

E_LUMO (Ha): 0.0224
Total charge: 0
Calculated total energy (a.u.): -3669.01089
Kohn-Sham gap (eV): 11.1
SMILES string: CCOC(=O)C(F)(F)F.CCOC(=O)OC.CCOC(=O)OC.CCOC(=O)OC.CCOC(=O)OC.CCOC(=O)OC.CCOC(=O)OC.CCOC(=O)OC.CCOC(=O)OC

---

Record 2
A structure of composition C36H69O18PS3, computed with ωB97M-V/def2-TZVPD.

Structure (XYZ):
```
127
Properties=species:S:1:pos:R:3:mulliken_charge:R:1
C 3.26 -2.63 1.26 -1.580
C 2.55 -1.44 1.92 0.705
C 1.23 -1.09 1.24 -0.559
O 0.65 -2.28 0.67 -0.443
C -0.12 -1.97 -0.41 0.034
O 0.20 -2.32 -1.52 -0.613
C -1.36 -1.18 -0.11 0.986
S -2.36 -2.13 1.09 -0.177
C -3.57 -0.87 1.62 0.076
P -3.21 -0.53 3.46 0.645
O -2.10 -1.34 3.98 -0.667
C -4.95 -1.42 1.24 -0.312
O -5.81 -0.30 0.84 -0.374
S -5.00 1.02 1.10 1.345
O -5.35 1.46 2.40 -0.687
O -5.08 2.01 0.09 -0.568
O -3.52 0.40 0.95 -0.258
O 3.47 -0.34 1.90 -0.338
C 2.98 0.84 2.32 0.622
O 2.16 0.99 3.20 -0.484
C 3.60 2.01 1.60 -0.898
S 2.85 2.27 -0.02 0.015
H 3.08 -3.53 1.83 0.298
H 4.32 -2.44 1.22 0.547
H 2.92 -2.79 0.25 0.265
H 2.33 -1.76 2.94 0.226
H 1.41 -0.37 0.44 0.352
H 0.55 -0.65 1.96 0.328
H -1.15 -0.19 0.29 -0.582
H -1.94 -1.06 -1.02 0.554
H -3.00 0.85 3.51 -0.030
H -4.39 -0.82 4.18 0.035
H -4.84 -1.98 0.32 0.413
H -5.38 -2.08 1.97 0.445
H 4.67 1.87 1.52 0.553
H 3.40 2.91 2.17 0.356
H 2.78 1.05 -0.56 -0.089
C -6.64 4.72 0.34 -0.745
C -7.22 6.04 0.79 0.716
O -7.31 6.98 0.04 -0.562
C -7.67 6.13 2.23 -1.074
H -6.36 4.78 -0.71 0.300
H -5.76 4.47 0.93 0.142
H -7.39 3.93 0.45 0.306
H -6.83 5.93 2.90 0.299
H -8.46 5.40 2.41 0.311
H -8.06 7.12 2.42 0.311
C 2.86 2.25 5.86 -0.684
C 2.46 3.52 6.57 0.766
O 2.61 4.61 6.07 -0.567
C 1.86 3.37 7.95 -1.121
H 3.27 2.50 4.89 -0.026
H 3.61 1.72 6.44 0.410
H 1.99 1.61 5.71 0.281
H 2.57 2.88 8.62 0.314
H 0.95 2.77 7.90 0.311
H 1.62 4.35 8.35 0.312
C 5.57 -2.71 -2.88 -1.183
C 5.35 -1.69 -1.80 0.941
O 5.41 -1.97 -0.63 -0.560
C 5.08 -0.28 -2.27 -0.963
H 5.76 -3.68 -2.43 0.338
H 4.68 -2.79 -3.51 0.293
H 6.42 -2.44 -3.49 0.351
H 4.17 -0.25 -2.87 0.315
H 5.91 0.09 -2.87 0.395
H 4.95 0.37 -1.40 0.116
C -4.14 -6.01 3.04 -1.227
C -4.71 -4.71 3.53 0.814
O -4.78 -3.74 2.81 -0.509
C -5.18 -4.66 4.96 -1.143
H -3.83 -5.90 2.00 0.288
H -3.27 -6.28 3.64 0.357
H -4.89 -6.80 3.11 0.367
H -4.36 -4.88 5.64 0.376
H -5.98 -5.39 5.11 0.330
H -5.57 -3.67 5.18 0.264
C 6.87 -0.08 -6.91 -1.002
C 6.34 -1.45 -6.58 0.895
O 6.69 -2.04 -5.58 -0.572
C 5.36 -2.07 -7.55 -1.033
H 7.55 0.24 -6.13 0.325
H 7.39 -0.10 -7.86 0.207
H 6.04 0.63 -6.97 0.307
H 5.83 -2.17 -8.53 0.214
H 4.47 -1.44 -7.63 0.315
H 5.07 -3.05 -7.18 0.336
C 8.26 -1.87 -11.57 -1.109
C 7.53 -0.67 -11.03 0.772
O 6.87 -0.73 -10.02 -0.480
C 7.67 0.62 -11.80 -1.129
H 8.08 -2.73 -10.92 0.278
H 7.91 -2.10 -12.57 0.352
H 9.33 -1.67 -11.60 0.327
H 7.29 0.49 -12.81 0.339
H 8.71 0.92 -11.84 0.329
H 7.10 1.40 -11.30 0.296
C 2.31 5.18 -2.94 -1.008
C 2.36 3.94 -3.80 0.848
O 3.05 3.00 -3.51 -0.518
C 1.51 3.94 -5.05 -1.155
H 2.97 5.04 -2.08 0.211
H 2.64 6.05 -3.50 0.389
H 1.29 5.34 -2.58 0.274
H 1.80 4.76 -5.70 0.349
H 0.45 4.06 -4.78 0.327
H 1.64 3.00 -5.57 0.295
C -0.02 3.82 1.58 -0.908
C -1.07 2.90 1.03 0.838
O -1.00 1.70 1.18 -0.346
C -2.23 3.52 0.28 -1.046
H 0.73 3.24 2.10 -0.154
H 0.44 4.38 0.77 0.306
H -0.48 4.52 2.29 0.424
H -1.88 4.08 -0.59 0.423
H -2.77 4.19 0.95 0.319
H -2.90 2.73 -0.05 0.059
C -9.16 -4.97 8.01 -1.094
C -8.85 -6.30 7.35 0.857
O -7.94 -7.00 7.74 -0.547
C -9.72 -6.71 6.19 -1.118
H -8.46 -4.81 8.82 0.292
H -9.06 -4.16 7.28 0.307
H -10.17 -4.98 8.40 0.346
H -9.64 -5.97 5.38 0.309
H -10.76 -6.79 6.51 0.371
H -9.39 -7.67 5.81 0.283
```

E_LUMO (Ha): 0.0112
Total charge: 0
Calculated total energy (a.u.): -4303.28955
Kohn-Sham gap (eV): 9.3

---

Record 3
A structure of composition C36H70AsMgN4O2Si3, computed with ωB97M-V/def2-TZVPD.

Structure (XYZ):
```
117
Properties=species:S:1:pos:R:3:mulliken_charge:R:1
Mg 0.74 0.79 0.87 3.270
C -0.88 1.07 2.50 -0.268
C -0.96 2.18 1.59 0.402
C -0.07 3.17 2.06 0.897
C 0.53 2.72 3.25 1.011
C 0.04 1.43 3.53 -0.260
C 0.12 0.70 4.84 -1.605
C 1.56 3.48 4.03 -1.630
C 0.15 4.52 1.43 -1.839
C -1.97 2.35 0.48 -0.157
C -1.89 -0.04 2.60 -0.441
H 0.00 -0.38 4.73 0.259
H -0.68 1.02 5.51 0.364
H 1.05 0.88 5.39 0.507
H 1.81 2.99 4.97 0.432
H 1.23 4.49 4.28 0.484
H 2.49 3.60 3.46 0.008
H -0.05 4.51 0.36 0.369
H 1.17 4.88 1.58 0.434
H -0.52 5.27 1.87 0.382
H -1.59 2.15 -0.52 -0.169
H -2.35 3.38 0.48 0.557
H -2.82 1.69 0.63 -0.477
H -1.47 -0.94 3.07 0.392
H -2.26 -0.36 1.62 -0.716
H -2.76 0.26 3.20 0.435
C 2.47 -3.73 -1.48 -0.963
N 2.00 -3.08 -0.26 0.609
C 2.19 -3.81 0.99 -0.813
C 1.47 -1.86 -0.29 -0.008
O 1.09 -1.23 0.73 -1.410
H 2.03 -4.72 -1.56 0.312
H 3.55 -3.82 -1.46 0.338
H 2.17 -3.14 -2.34 0.296
H 1.67 -4.76 0.95 0.417
H 1.79 -3.22 1.81 0.097
H 3.26 -3.99 1.14 0.344
H 1.39 -1.42 -1.28 -0.021
N 0.69 1.06 -1.30 -0.884
C 1.10 1.58 -2.25 0.231
N 1.53 2.18 -3.34 -0.133
C 1.82 1.34 -4.53 -0.372
C 3.30 1.00 -4.54 -0.541
O 4.09 2.16 -4.48 -0.439
C 3.86 2.89 -3.29 -0.309
C 2.42 3.35 -3.21 -0.526
H 1.56 1.93 -5.41 0.353
H 1.19 0.45 -4.51 0.189
H 3.56 0.47 -5.46 0.408
H 3.53 0.34 -3.69 0.245
H 4.54 3.75 -3.30 0.395
H 4.10 2.28 -2.41 0.242
H 2.19 4.02 -4.04 0.307
H 2.21 3.86 -2.28 0.348
C 3.72 1.00 4.64 -0.988
N 2.98 0.16 3.66 1.189
C 2.52 -1.12 4.26 -1.038
C 3.81 -0.11 2.42 -0.431
C 3.94 1.14 1.59 1.117
C 5.18 1.77 1.49 -0.656
C 5.29 2.97 0.81 -0.919
C 4.14 3.53 0.26 -1.510
C 2.92 2.88 0.38 0.331
C 2.76 1.65 1.03 -0.871
H 3.05 1.25 5.46 0.405
H 4.06 1.90 4.14 0.332
H 4.57 0.42 5.01 0.390
H 2.16 0.70 3.34 -1.294
H 3.39 -1.76 4.40 0.345
H 1.81 -1.58 3.57 0.201
H 2.04 -0.92 5.21 0.511
H 3.27 -0.89 1.89 -0.410
H 4.77 -0.51 2.77 0.570
H 6.06 1.33 1.95 0.424
H 6.25 3.47 0.73 0.427
H 4.20 4.49 -0.25 0.577
H 2.05 3.38 -0.05 0.628
C -6.13 -1.87 -1.12 -1.091
Si -4.75 -1.36 0.03 0.482
C -5.17 0.29 0.78 -1.156
C -4.58 -2.60 1.42 -1.013
As -2.65 -1.22 -1.04 0.614
Si -3.22 -0.41 -3.18 0.174
C -1.61 -0.19 -4.10 -0.360
C -4.00 1.26 -2.93 -1.036
C -4.33 -1.50 -4.20 -0.966
Si -2.26 -3.49 -1.45 -0.016
C -1.12 -3.61 -2.93 -0.712
C -3.76 -4.55 -1.77 -0.990
C -1.39 -4.16 0.07 -0.469
H -7.00 -2.16 -0.52 0.399
H -5.86 -2.71 -1.77 0.293
H -6.43 -1.03 -1.75 0.283
H -6.22 0.27 1.10 0.481
H -5.06 1.12 0.08 0.256
H -4.55 0.50 1.65 0.217
H -5.42 -2.48 2.11 0.434
H -3.66 -2.44 1.99 0.144
H -4.58 -3.63 1.06 0.261
H -0.86 0.23 -3.43 -0.770
H -1.76 0.51 -4.94 0.555
H -1.23 -1.13 -4.51 0.442
H -3.26 1.99 -2.56 0.245
H -4.83 1.24 -2.21 0.234
H -4.40 1.63 -3.88 0.431
H -4.05 -2.55 -4.16 0.205
H -4.28 -1.18 -5.25 0.423
H -5.38 -1.42 -3.88 0.278
H -1.69 -3.59 -3.87 0.348
H -0.58 -4.56 -2.91 0.448
H -0.40 -2.79 -2.97 -0.118
H -4.33 -4.22 -2.65 0.240
H -4.44 -4.60 -0.92 0.255
H -3.41 -5.57 -1.97 0.397
H -0.59 -3.48 0.39 -0.325
H -0.96 -5.14 -0.15 0.385
H -2.08 -4.27 0.90 0.418
```

E_LUMO (Ha): -0.0702
Total charge: +1
Calculated total energy (a.u.): -5087.53504
Kohn-Sham gap (eV): 7.2

---

Record 4
A cluster of 4 separate species, C36H70BrClFN4O5S2 in total, computed with ωB97M-V/def2-TZVPD.

Structure (XYZ):
```
120
Properties=species:S:1:pos:R:3:mulliken_spin:R:1
C 5.87 -2.67 2.30 0.000
C 5.80 -1.45 1.30 0.000
C 4.70 -0.44 1.87 0.000
Cl 5.20 1.29 1.55 0.000
C 3.35 -0.75 1.07 0.000
O 3.39 0.02 -0.11 0.000
C 2.85 -0.68 -1.21 -0.009
F 3.84 -1.12 -2.09 0.000
C 2.10 -0.38 2.02 0.000
Br 1.66 1.51 1.61 0.000
O 1.10 -1.31 1.67 0.000
C -0.16 -1.15 2.30 -0.001
S -0.17 -0.50 4.03 0.000
S -1.39 -0.22 1.22 0.000
C -0.76 -2.63 2.42 0.002
C -0.81 -3.17 0.94 0.005
N 0.15 -3.84 0.42 -0.001
H 4.84 -2.96 2.65 0.000
H 6.52 -2.44 3.18 0.000
H 6.25 -3.55 1.72 0.000
H 6.74 -0.87 1.22 0.000
H 5.45 -1.84 0.32 0.000
H 4.61 -0.66 2.95 0.000
H 3.37 -1.86 0.89 0.000
H 2.17 -0.02 -1.80 0.011
H 2.23 -1.53 -0.83 0.002
H 2.51 -0.51 3.05 0.000
H 0.67 0.58 4.14 0.000
H -2.49 -0.21 2.07 0.000
H -1.79 -2.55 2.84 0.000
H -0.09 -3.29 3.02 -0.001
H -1.70 -3.00 0.29 -0.001
H 0.89 -3.94 1.13 0.000
C 2.89 8.75 1.94 0.016
C 3.01 8.03 3.31 0.025
C 4.31 7.21 3.37 0.022
C 4.25 5.90 2.59 -0.019
C 3.01 5.09 2.97 0.017
C 1.71 5.90 2.83 0.021
N 1.78 7.21 3.54 0.320
O 1.68 6.98 4.83 0.597
C 1.40 6.11 1.33 0.018
C 0.53 5.05 3.33 -0.007
C 3.14 9.18 4.33 -0.005
H 1.85 8.89 1.65 -0.012
H 3.33 9.75 1.97 0.002
H 3.40 8.22 1.14 0.001
H 4.54 6.97 4.41 0.003
H 5.14 7.81 3.00 0.000
H 4.26 6.09 1.51 0.000
H 5.14 5.31 2.80 0.002
H 2.96 4.19 2.35 0.004
H 3.12 4.74 4.00 0.002
H 0.52 6.75 1.20 -0.010
H 1.19 5.16 0.85 0.001
H 2.22 6.55 0.77 0.001
H 0.65 4.72 4.36 0.000
H 0.42 4.14 2.72 0.001
H -0.41 5.60 3.26 -0.002
H 2.24 9.79 4.35 -0.002
H 3.98 9.83 4.07 0.000
H 3.33 8.82 5.34 0.001
C -1.24 -1.03 -6.47 0.017
C -0.86 -0.02 -5.35 0.027
C -1.33 1.39 -5.72 0.018
C -0.47 2.09 -6.77 -0.017
C 1.01 2.04 -6.37 0.020
C 1.49 0.61 -6.08 0.029
N 0.61 -0.10 -5.11 0.327
O 0.86 0.40 -3.91 0.596
C 1.57 -0.18 -7.41 0.010
C 2.95 0.66 -5.60 -0.020
C -1.67 -0.48 -4.13 -0.011
H -0.53 -1.85 -6.53 -0.010
H -2.21 -1.48 -6.29 0.001
H -1.31 -0.56 -7.45 0.001
H -1.34 2.02 -4.82 0.002
H -2.36 1.35 -6.08 0.000
H -0.62 1.64 -7.75 -0.001
H -0.78 3.13 -6.86 0.002
H 1.61 2.48 -7.17 0.000
H 1.16 2.67 -5.49 0.004
H 1.85 -1.22 -7.23 -0.006
H 2.33 0.25 -8.06 0.000
H 0.65 -0.16 -7.99 0.001
H 3.08 1.29 -4.71 0.001
H 3.59 1.08 -6.37 0.000
H 3.32 -0.34 -5.37 0.004
H -1.37 -1.48 -3.80 0.000
H -2.74 -0.52 -4.37 0.000
H -1.58 0.20 -3.28 0.002
C -6.92 -5.66 2.95 0.015
C -6.09 -4.77 2.00 0.021
C -6.72 -4.75 0.59 0.018
C -6.47 -6.01 -0.22 -0.018
C -4.98 -6.35 -0.24 0.019
C -4.38 -6.45 1.17 0.036
N -4.68 -5.25 1.99 0.328
O -3.92 -4.26 1.56 0.591
C -4.90 -7.72 1.86 0.008
C -2.86 -6.69 1.04 -0.014
C -6.23 -3.35 2.59 -0.007
H -6.30 -6.12 3.72 -0.010
H -7.68 -5.09 3.48 0.001
H -7.46 -6.46 2.43 0.001
H -6.33 -3.90 0.03 0.003
H -7.80 -4.59 0.68 0.000
H -7.05 -6.85 0.17 -0.001
H -6.82 -5.86 -1.25 0.002
H -4.83 -7.29 -0.78 0.000
H -4.45 -5.59 -0.82 0.004
H -4.54 -7.78 2.89 -0.005
H -4.55 -8.61 1.34 0.000
H -5.99 -7.80 1.87 0.001
H -2.35 -5.92 0.47 0.003
H -2.67 -7.64 0.53 0.000
H -2.39 -6.75 2.03 0.000
H -5.77 -3.29 3.58 0.000
H -7.28 -3.08 2.68 0.000
H -5.77 -2.59 1.95 0.001
```

E_LUMO (alpha / beta) (Ha): 0.0164 / -0.0058
Total charge: 0
Calculated total energy (a.u.): -5939.07385
Kohn-Sham gap (alpha / beta) (eV): 9.0 / 8.8
Multiplicity: 4